[1]
The following is a quantum chemistry calculation of a cluster of 3 separate species, C22H48BN5O5S in total, from the Open Molecules 2025 dataset.

XYZ file:
```
82
Properties=species:S:1:pos:R:3:mulliken_charge:R:1
C 1.037 -3.267 -2.495 -0.465
C 1.278 -2.248 -3.601 -0.638
O 0.318 -1.193 -3.501 -0.223
C 0.879 0.090 -3.563 -2.184
C -0.193 1.177 -3.364 2.129
C -0.983 1.221 -4.600 -0.333
N -1.618 1.240 -5.563 -0.715
C 0.547 2.554 -3.207 -1.027
N 1.853 2.593 -3.840 -0.136
C 2.982 2.908 -2.981 -0.958
C -1.183 0.982 -2.142 1.290
C -1.718 2.314 -1.817 -0.850
N -2.142 3.372 -1.643 -0.740
C -0.387 0.457 -0.927 -0.432
S -1.218 0.873 0.629 -0.163
C -0.072 0.241 1.898 -0.058
C 1.363 0.039 1.452 -1.262
B -2.469 0.045 -2.447 1.244
O -2.335 -1.314 -2.527 -0.479
O -3.678 0.654 -2.602 -0.670
C -4.843 0.126 -1.977 -0.324
C -4.845 0.351 -0.469 -0.930
H 0.456 -2.813 -1.698 -0.202
H 1.965 -3.653 -2.079 0.350
H 0.467 -4.120 -2.857 0.331
H 2.284 -1.831 -3.553 0.426
H 1.127 -2.727 -4.569 0.278
H 1.689 0.226 -2.839 0.583
H 1.304 0.249 -4.554 0.629
H 0.650 2.773 -2.146 0.284
H -0.095 3.307 -3.658 0.382
H 1.844 3.173 -4.662 0.323
H 3.469 2.006 -2.608 0.231
H 2.710 3.544 -2.134 0.319
H 3.736 3.447 -3.552 0.367
H 0.585 0.946 -0.927 0.619
H -0.226 -0.610 -1.027 -0.252
H -0.084 0.990 2.685 0.305
H -0.471 -0.689 2.294 0.276
H 2.000 -0.194 2.302 0.437
H 1.470 -0.756 0.715 0.322
H 1.766 0.947 1.004 0.244
H -2.812 -1.674 -3.281 0.220
H -5.698 0.630 -2.419 0.376
H -4.954 -0.938 -2.195 0.230
H -4.221 1.203 -0.211 0.182
H -5.856 0.590 -0.143 0.402
H -4.523 -0.531 0.080 0.233
C 1.957 5.062 5.295 -1.405
C 2.531 3.652 5.225 0.343
C 3.197 3.319 3.884 -0.807
O 2.297 3.050 2.827 -0.196
C 1.779 4.184 2.156 -0.432
N 1.484 2.694 5.588 -0.720
H 1.022 5.143 4.739 0.281
H 1.742 5.326 6.329 0.353
H 2.658 5.797 4.895 0.346
H 3.318 3.577 5.982 0.440
H 3.776 2.400 4.010 0.334
H 3.900 4.109 3.588 0.378
H 2.522 4.985 2.098 0.349
H 0.875 4.566 2.635 0.231
H 1.516 3.872 1.145 -0.051
H 1.881 1.763 5.662 0.285
H 0.828 2.637 4.814 0.290
C -2.488 -5.324 1.928 -1.553
C -1.475 -4.189 2.016 0.300
C -0.832 -3.829 0.672 0.234
O 0.161 -4.727 0.222 -0.429
C -0.321 -5.867 -0.462 -0.787
N -0.483 -4.512 3.044 -0.717
H -1.997 -6.293 1.830 0.303
H -3.090 -5.357 2.836 0.371
H -3.160 -5.191 1.078 0.343
H -2.010 -3.293 2.348 0.435
H -0.316 -2.874 0.789 -0.452
H -1.596 -3.689 -0.106 0.433
H -1.222 -5.633 -1.038 0.334
H -0.535 -6.694 0.220 0.285
H 0.462 -6.188 -1.150 0.304
H 0.127 -3.714 3.194 0.282
H 0.128 -5.237 2.676 0.329
```

Summary:
E_tot: -52791.8002 eV
SMILES: CCOC[C@](C#N)(CNC)[C@](C#N)(CSCC)B(O)OCC.COC[C@@H](C)N.COC[C@@H](C)N

=====

[2]
The following is a quantum chemistry calculation of a cluster of 9 separate species, C22H48BO20S6 in total in a non-equilibrium geometry, from the Open Molecules 2025 dataset.

XYZ file:
```
97
Properties=species:S:1:pos:R:3:mulliken_charge:R:1
O -3.853 1.736 -0.667 -0.622
C -2.804 1.500 -0.105 0.552
O -1.632 1.396 -0.657 -0.467
B -0.635 1.003 0.345 0.978
O -1.426 0.708 1.574 -0.473
C -2.647 0.984 1.423 0.656
O -3.582 0.890 2.259 -0.693
O 0.348 2.045 0.628 -0.448
C 1.468 1.799 0.075 0.619
O 2.368 2.661 -0.127 -0.673
C 1.377 0.323 -0.533 0.617
O 0.136 -0.095 -0.252 -0.406
O 2.250 -0.285 -1.204 -0.646
C -8.997 -1.756 -0.686 -0.856
S -10.704 -2.152 -0.265 0.483
O -10.886 -2.623 1.124 -0.583
C -11.407 -0.430 -0.457 -0.966
H -8.367 -2.646 -0.699 0.307
H -8.532 -1.133 0.078 0.307
H -9.002 -1.221 -1.635 0.322
H -11.319 -0.173 -1.513 0.343
H -11.018 0.353 0.193 0.325
H -12.485 -0.418 -0.301 0.317
C -4.937 9.692 4.146 -0.867
S -5.468 7.929 4.043 0.479
O -6.558 7.841 2.944 -0.598
C -3.791 7.315 3.436 -0.908
H -5.876 10.199 4.366 0.307
H -4.546 10.010 3.180 0.290
H -4.111 9.714 4.857 0.339
H -2.996 7.583 4.132 0.328
H -3.548 7.581 2.407 0.317
H -3.781 6.225 3.463 0.315
C 0.495 3.747 -5.222 -0.827
S 1.097 5.525 -5.121 0.489
O 0.898 6.196 -6.460 -0.614
C -0.419 6.074 -4.091 -0.896
H -0.542 3.802 -5.552 0.281
H 0.631 3.277 -4.247 0.296
H 1.040 3.158 -5.959 0.324
H -1.319 5.857 -4.666 0.301
H -0.260 7.131 -3.880 0.308
H -0.430 5.650 -3.087 0.341
C 7.927 5.695 0.287 -0.795
S 9.097 4.487 -0.527 0.486
O 9.493 3.632 0.635 -0.630
C 8.078 3.327 -1.573 -0.821
H 7.231 5.881 -0.531 0.266
H 8.363 6.684 0.433 0.309
H 7.485 5.372 1.230 0.292
H 7.353 3.891 -2.160 0.303
H 7.661 2.647 -0.830 0.284
H 8.630 2.780 -2.337 0.308
C -1.234 -0.006 8.309 -0.948
S 0.576 0.418 8.497 0.460
O 1.390 -0.899 8.278 -0.600
C 0.498 1.161 6.765 -0.934
H -1.503 -0.633 7.459 0.338
H -1.820 0.850 7.973 0.361
H -1.698 -0.479 9.175 0.319
H 1.449 1.623 6.501 0.352
H -0.064 2.091 6.844 0.367
H 0.143 0.516 5.961 0.287
C -5.257 -6.673 3.559 -0.866
S -5.962 -5.007 3.783 0.486
O -7.398 -5.017 4.282 -0.610
C -4.804 -4.414 5.097 -0.864
H -4.204 -6.711 3.838 0.307
H -5.224 -7.028 2.529 0.329
H -5.860 -7.165 4.322 0.285
H -4.961 -3.341 5.207 0.299
H -3.820 -4.600 4.667 0.318
H -4.912 -4.851 6.090 0.316
C 7.206 -2.664 -8.275 -0.651
O 6.231 -2.861 -7.267 -0.271
C 4.953 -2.601 -7.688 0.740
O 4.561 -2.389 -8.799 -0.527
O 4.059 -2.670 -6.607 -0.294
C 2.679 -2.620 -6.839 -0.678
H 6.952 -1.786 -8.868 0.284
H 7.157 -3.427 -9.051 0.294
H 8.248 -2.676 -7.956 0.252
H 2.144 -1.816 -6.333 0.262
H 2.308 -3.559 -6.430 0.256
H 2.435 -2.808 -7.884 0.333
C 5.241 -6.637 -2.309 -0.645
O 5.763 -7.888 -1.912 -0.286
C 5.634 -8.278 -0.639 0.766
O 5.332 -7.631 0.324 -0.535
O 6.267 -9.437 -0.624 -0.310
C 6.587 -10.064 0.593 -0.627
H 4.151 -6.644 -2.333 0.282
H 5.585 -6.275 -3.277 0.241
H 5.563 -5.862 -1.613 0.309
H 6.861 -11.102 0.404 0.212
H 5.784 -10.020 1.329 0.301
H 7.419 -9.491 1.002 0.291
```

Summary:
E_tot: -130228.7774 eV
Net charge: -1

=====

[3]
The following is a quantum chemistry calculation of a structure of composition C22H48F3IrN10O3S, from the Open Molecules 2025 dataset.

XYZ file:
```
88
Properties=species:S:1:pos:R:3:mulliken_spin:R:1
Ir 0.214 -0.289 0.544 0.716
C -2.291 4.516 1.141 0.000
N -1.231 3.506 1.059 0.009
C -0.063 3.758 1.890 -0.005
C -1.382 2.364 0.372 -0.018
N -0.998 1.191 1.014 0.168
C -1.548 1.001 2.370 -0.014
C -0.478 0.476 3.301 0.006
N 0.315 -0.588 2.598 -0.017
C -0.191 -1.984 2.810 0.004
C -1.478 -2.182 2.055 -0.008
N -1.252 -1.676 0.684 0.084
C -2.059 -2.197 -0.297 0.003
N -3.352 -2.411 -0.028 0.001
C -4.132 -3.488 -0.656 0.003
C -4.123 -1.574 0.889 0.005
N -1.529 -2.598 -1.456 0.006
C -0.162 -3.106 -1.536 -0.002
C -2.219 -2.444 -2.743 0.002
C 1.754 -0.520 3.045 0.017
C 2.474 0.413 2.103 -0.002
N 2.131 -0.037 0.731 -0.013
C 3.233 -0.198 -0.130 0.014
N 4.070 0.819 -0.261 0.002
C 5.516 0.659 -0.460 0.002
C 3.633 2.208 -0.111 -0.001
N 3.452 -1.381 -0.683 -0.003
C 4.216 -1.558 -1.932 0.000
C 2.952 -2.632 -0.108 -0.002
N -1.967 2.390 -0.811 0.024
C -2.708 1.249 -1.349 0.004
C -1.956 3.579 -1.679 0.000
H -2.672 4.545 2.164 0.001
H -3.106 4.277 0.466 0.000
H -1.901 5.504 0.895 0.000
H 0.399 4.697 1.582 0.001
H 0.664 2.959 1.756 -0.002
H -0.333 3.844 2.945 0.000
H -2.353 0.272 2.292 -0.005
H -1.995 1.917 2.752 0.001
H -0.900 0.078 4.224 0.001
H 0.219 1.271 3.563 0.003
H -0.278 -2.203 3.876 -0.001
H 0.568 -2.641 2.384 -0.002
H -2.304 -1.686 2.564 0.005
H -1.721 -3.246 2.028 -0.003
H -3.470 -4.199 -1.141 0.000
H -4.846 -3.094 -1.379 0.000
H -4.687 -3.997 0.131 0.000
H -3.710 -0.572 0.921 -0.002
H -4.166 -1.999 1.893 -0.001
H -5.143 -1.508 0.515 0.000
H 0.128 -3.529 -0.576 0.001
H 0.544 -2.336 -1.849 0.000
H -0.150 -3.910 -2.271 -0.001
H -1.818 -1.573 -3.262 0.001
H -3.285 -2.317 -2.614 0.000
H -2.047 -3.327 -3.356 0.000
H 2.172 -1.523 2.982 0.002
H 1.800 -0.194 4.084 -0.001
H 3.550 0.409 2.273 -0.005
H 2.123 1.438 2.244 0.010
H 5.806 -0.381 -0.347 0.000
H 6.019 1.251 0.304 0.000
H 5.819 1.026 -1.440 0.000
H 2.552 2.279 -0.171 0.000
H 4.052 2.784 -0.935 0.000
H 3.999 2.628 0.827 0.000
H 3.532 -1.946 -2.686 0.000
H 5.025 -2.267 -1.766 0.000
H 4.613 -0.619 -2.289 0.000
H 1.914 -2.558 0.203 -0.008
H 3.571 -2.944 0.735 0.000
H 3.012 -3.401 -0.874 0.000
H -2.147 0.326 -1.261 0.000
H -2.896 1.437 -2.399 0.000
H -3.666 1.165 -0.838 0.000
H -1.584 4.449 -1.153 0.000
H -2.970 3.776 -2.024 0.000
H -1.316 3.370 -2.532 0.002
F 0.628 1.374 -4.889 0.000
C 0.145 0.522 -4.013 0.000
F 0.344 -0.727 -4.411 0.000
F -1.168 0.723 -3.872 0.000
S 1.039 0.796 -2.422 0.005
O 2.394 0.483 -2.746 0.001
O 0.712 2.105 -1.941 0.003
O 0.446 -0.269 -1.513 0.009
```

Summary:
E_tot: -66437.8935 eV
⟨S²⟩: 0.754
Energy above the lowest of the compared OMol25 structures with the same formula, charge and spin: 0.0 kcal per mole
Spin multiplicity: 2
Net charge: +3

=====

> Among the records above, which one has the lowest E_tot?

C22H48BO20S6